The following is a quantum chemistry calculation of a single C3H6N2O3S molecule, from the OMol25 dataset.

Computed properties:
LUMO energy = 0.52 eV
highest occupied orbital energy = -10.38 eV
energy above the lowest of the compared OMol25 structures with the same formula, charge and spin = 17.4 kJ/mol
frontier orbital gap = 10.91 eV
SMILES = N[C@@H]1CS(=O)(=O)NC1=O

Structure (ORCA input):
```
! wB97M-V def2-TZVPD RIJCOSX def2/J DEFGRID3
* xyz 0 1
N 1.99663 -0.99683 -0.08893
C 0.69815 -0.45335 0.26624
C -0.56941 -0.99323 -0.43129
S -1.84986 0.20330 0.05857
O -2.33890 -0.17942 1.36827
O -2.68936 0.52624 -1.07435
N -0.67364 1.44555 0.24301
C 0.62907 1.07032 0.11276
O 1.60135 1.78992 0.03099
H 2.59898 -0.70752 0.69029
H 2.34741 -0.48898 -0.90709
H 0.55889 -0.63848 1.32703
H -0.50229 -0.99191 -1.48940
H -0.86637 -2.03293 -0.17812
H -0.94066 2.44731 0.07201
*
```

=====

The following is a quantum chemistry calculation of C26H22N4O9S2V as an isolated structure, from the OMol25 dataset.

Computed properties:
LUMO energy (alpha / beta) = 4.59 / 4.59 eV
highest occupied orbital energy (alpha / beta) = 0.23 / -0.56 eV
frontier orbital gap (alpha / beta) = 4.37 / 5.15 eV

Structure (ORCA input):
```
! wB97M-V def2-TZVPD RIJCOSX def2/J DEFGRID3
* xyz -2 2
V -0.58062 -0.22888 0.81560
O -0.59227 -3.93062 2.71301
C -0.82042 -2.86258 2.11747
N -0.07911 -1.74840 2.07120
C 1.25102 -1.65278 2.49459
C 2.06521 -2.69170 2.93210
C 3.39294 -2.43115 3.26930
C 3.90999 -1.14934 3.19191
C 3.09882 -0.09343 2.77339
C 1.78331 -0.33670 2.42620
N 0.83572 0.60318 1.98729
C 0.64038 1.79843 2.54407
O 1.37237 2.47136 3.27320
C -0.77900 2.28803 2.25202
C -1.19429 3.54804 2.63324
C -2.50914 3.91991 2.39403
C -3.36060 3.00203 1.79859
C -2.87150 1.74833 1.46612
N -1.60676 1.38829 1.69086
C -2.07632 -2.65605 1.33709
C -2.99794 -3.68294 1.20149
C -4.10349 -3.51076 0.39220
C -4.22030 -2.29759 -0.28980
C -3.26543 -1.32359 -0.12150
N -2.20081 -1.46088 0.70131
H 1.64533 -3.68419 2.99177
H 4.02418 -3.25175 3.59421
H 4.94457 -0.95940 3.45614
H 3.47590 0.91917 2.72160
H -0.46290 4.20086 3.08775
H -2.85812 4.90953 2.66406
H -4.39525 3.23681 1.58448
H -3.50377 0.99733 1.01114
H -2.78370 -4.59826 1.73708
H -4.83437 -4.29932 0.26302
H -5.03170 -2.11420 -0.98263
H -3.29282 -0.40915 -0.70258
O -0.92270 -2.30979 -1.79082
S 0.48675 -1.98135 -1.73419
O 1.39493 -3.08927 -1.92087
O 0.84894 -1.13496 -0.58080
C 0.71496 -0.90788 -3.17046
C 1.56404 -1.41710 -4.15119
C 1.73132 -0.78516 -5.37093
C 1.02786 0.37916 -5.63502
C 0.19002 0.89860 -4.66484
C 0.02643 0.27926 -3.42693
S -1.09777 1.23355 -2.37994
O -2.40764 1.05683 -2.96225
O -0.56237 2.58661 -2.47665
O -1.00971 0.74673 -1.00318
H 2.08693 -2.33551 -3.92413
H 2.40031 -1.20712 -6.11183
H 1.13351 0.88808 -6.58577
H -0.34277 1.82028 -4.85543
C 2.70952 1.68102 -1.11247
C 2.39901 2.96062 -0.36111
O 1.01901 3.15647 -0.13304
H 3.79233 1.54120 -1.18942
H 2.29906 1.71044 -2.12515
H 2.28868 0.81556 -0.60319
H 2.82402 3.82613 -0.89599
H 2.86165 2.93708 0.62982
H 0.52456 2.99285 -0.95523
*
```

=====

The following is a quantum chemistry calculation of C53H51AsN7OPdS3 as an isolated structure, from the OMol25 dataset.

Computed properties:
LUMO energy = -7.32 eV
highest occupied orbital energy = -14.43 eV
energy above the lowest of the compared OMol25 structures with the same formula, charge and spin = 0.0 kJ/mol
frontier orbital gap = 7.10 eV

Structure (ORCA input):
```
! wB97M-V def2-TZVPD RIJCOSX def2/J DEFGRID3
* xyz 3 1
Pd 0.07595 -2.15845 0.28705
C 2.13818 -5.83079 0.46396
C 1.15459 -4.71615 0.49037
N 1.46414 -3.48597 0.32173
N 2.74279 -3.03031 0.13669
C 2.72752 -1.74770 -0.12170
O 1.63725 -1.02386 -0.19900
C 4.01542 -1.05858 -0.34007
C 5.21460 -1.68960 -0.01081
C 6.41678 -1.03015 -0.20538
C 6.42904 0.25474 -0.73236
C 5.23644 0.88438 -1.06489
C 4.03136 0.23107 -0.86696
C -0.30541 -4.93389 0.65578
C -0.86406 -6.17885 0.82986
C -2.25170 -6.29661 0.87516
C -3.02812 -5.16338 0.75230
C -2.39870 -3.93419 0.62067
N -1.07564 -3.81838 0.58613
H 3.13650 -5.44518 0.28686
H 1.87394 -6.52677 -0.33476
H 2.12869 -6.38180 1.40634
H 5.19772 -2.68850 0.40198
H 7.34623 -1.51913 0.05307
H 7.37149 0.76194 -0.89224
H 5.24947 1.88282 -1.48280
H 3.10022 0.70747 -1.14136
H -0.23070 -7.05042 0.91622
H -2.71059 -7.26845 0.99921
H -4.10738 -5.21391 0.76349
H -2.96378 -3.01378 0.56524
N -0.99839 0.43346 -1.15094
S 0.23321 3.22241 -0.23894
N -0.53921 4.46461 0.53415
S -1.61630 5.30817 -0.19739
N -2.74663 4.59810 -1.00179
S -3.39386 3.23548 -0.30949
N -1.24204 -0.31242 -0.37520
C -4.18911 3.69507 1.18909
C -5.19970 4.65353 1.22842
C -5.73536 4.99183 2.45684
C -5.26383 4.38099 3.61779
C -4.25427 3.43129 3.56402
C -3.70390 3.08343 2.33874
C -4.70398 2.91804 -1.46624
C -5.93702 2.47039 -1.01333
C -6.89750 2.12179 -1.95300
C -6.61461 2.20470 -3.30786
C -5.36421 2.63108 -3.74052
C -4.39160 2.98261 -2.82007
C -2.23570 6.33160 1.09469
C -1.83682 6.16761 2.41295
C -2.41192 6.98682 3.37478
C -3.35278 7.93956 3.01017
C -3.73512 8.08919 1.68013
C -3.18139 7.27770 0.70775
C -0.97145 6.45196 -1.37121
C -1.32412 6.39702 -2.71066
C -0.74580 7.31377 -3.57722
C 0.15487 8.25542 -3.10001
C 0.49399 8.29466 -1.75043
C -0.06858 7.38765 -0.87189
C 0.84116 3.84221 -1.77892
C 1.82616 4.81989 -1.86391
C 2.22703 5.24342 -3.11669
C 1.65914 4.68500 -4.26089
C 0.68223 3.70610 -4.16161
C 0.26391 3.27407 -2.90991
C 1.65516 3.05293 0.77692
C 2.21597 1.78061 0.78839
C 3.39307 1.58576 1.49690
C 3.97128 2.64194 2.18653
C 3.37982 3.90279 2.18091
C 2.21186 4.12067 1.47195
H -5.55634 5.11998 0.31805
H -6.52805 5.72576 2.51420
H -5.69376 4.65129 4.57346
H -3.89809 2.96272 4.47134
H -2.91077 2.34742 2.27558
H -6.16183 2.40091 0.04163
H -7.87163 1.79111 -1.61895
H -7.37175 1.93609 -4.03211
H -5.14545 2.68801 -4.79813
H -3.42063 3.32562 -3.15110
H -1.09462 5.42766 2.67686
H -2.11369 6.88616 4.40976
H -3.78684 8.58021 3.76657
H -4.46070 8.84195 1.40301
H -3.46727 7.38876 -0.33181
H -2.04029 5.66914 -3.06322
H -1.01160 7.29851 -4.62563
H 0.58786 8.97562 -3.78180
H 1.18740 9.03977 -1.38457
H 0.17423 7.42022 0.18409
H 2.27548 5.23821 -0.97304
H 2.99697 5.99805 -3.20594
H 1.99268 5.01173 -5.23731
H 0.25588 3.26695 -5.05339
H -0.49183 2.50373 -2.82027
H 1.76994 0.95460 0.24411
H 3.85731 0.60772 1.50246
H 4.88900 2.48530 2.73830
H 3.83624 4.71692 2.72768
H 1.72820 5.08855 1.47534
C 0.09409 0.23222 4.22449
As -0.00483 -1.37158 3.12137
C -1.46367 -2.30809 4.01847
C 1.49614 -2.36293 3.86660
H -0.00112 -0.02672 5.27835
H -0.69724 0.92960 3.95173
H 1.05611 0.71674 4.06493
H -1.41728 -2.15933 5.09647
H -1.38181 -3.37573 3.81187
H -2.42630 -1.95564 3.64996
H 1.42389 -2.40708 4.95245
H 2.43102 -1.87877 3.58676
H 1.50102 -3.37750 3.46844
*
```

=====

Values of E_tot, in order: -23165.7876, -99070.7245, -165065.4058, all in eV.